Record 1
DFT (the ωB97M-V functional and the def2-TZVPD basis) results for a gas-phase ion, C24H31N4 (charge +1) at a distorted geometry.

```
59
Properties=species:S:1:pos:R:3:forces:R:3:mulliken_charge:R:1
H -2.9370 0.4592 -0.1556 -0.02 -0.20 -0.13 0.230
C 4.5621 2.7886 3.3277 0.20 0.33 0.12 -1.008
H -4.9427 -3.2178 1.7150 0.21 -0.13 -0.09 0.385
H -2.3716 3.7801 -0.7157 0.09 -0.10 -0.31 0.326
C 3.0619 0.4241 0.8763 -0.58 0.23 -0.28 -1.339
H 0.3492 -3.7299 -2.9009 -0.04 0.01 0.21 0.332
H -1.4885 1.3681 -4.0039 0.43 0.02 0.32 0.313
H -0.1342 1.2969 3.0425 0.25 -0.26 -0.44 0.455
H -4.4931 -5.3073 0.4366 0.16 0.50 -0.29 0.400
H 3.7993 2.8132 4.1058 0.15 -0.31 -0.07 0.335
H 1.5927 -0.2581 -0.5824 0.54 -0.18 0.26 0.483
C -2.6805 -4.5075 -0.4900 -0.57 -0.62 0.87 -0.712
C -2.4305 0.5697 -1.1124 0.47 -0.66 0.66 -0.124
C -4.0207 -3.3111 1.1433 0.25 0.81 0.12 -0.801
H -0.3263 2.6468 -3.5526 -0.14 -0.56 0.27 0.313
H -2.3843 -0.3882 -1.6244 -0.13 -0.19 0.26 0.436
H 0.2510 2.5521 -0.3925 0.01 -0.22 0.28 0.407
C 0.1274 -2.3017 -0.5528 -1.02 0.56 -0.35 -1.013
C -3.1152 -2.2290 1.1871 -0.22 -0.43 -0.61 -0.217
C -1.5546 3.2995 -1.2686 -0.77 0.22 -1.13 -0.930
C 0.7291 1.0683 2.4060 1.03 0.49 -0.63 -1.156
N -2.1140 2.5987 -2.4559 0.45 -0.21 0.63 -0.194
N -0.9790 0.8985 -0.8062 -0.44 0.89 -0.94 0.200
H 3.9452 0.0002 0.3919 -0.45 0.59 -0.03 0.290
H 0.7380 1.1982 -2.1007 -0.01 -0.39 0.26 0.490
C -0.2981 0.8814 -2.2155 0.37 -0.57 0.93 -0.392
N 4.3805 1.7660 2.3375 -0.07 -0.54 0.28 0.077
C -1.8980 -2.3507 0.4934 -0.14 -0.23 -1.55 0.387
H 5.5734 0.2730 1.4690 0.35 0.40 0.08 0.304
H 4.5472 3.7667 2.8492 0.15 0.34 0.07 0.355
C 1.7848 0.1421 0.4087 0.64 -0.20 0.45 -0.993
H -2.4169 -5.3268 -1.1687 -0.60 0.12 0.45 0.239
H 1.1632 -2.0959 -0.7732 -0.17 -0.20 -0.45 0.608
H -3.8632 2.1322 -1.3709 0.10 0.05 -0.28 0.344
H -0.7447 -4.9982 -2.4212 0.04 0.09 0.32 0.368
C -1.0017 1.8689 -3.1502 -1.71 1.30 -0.01 -0.834
C 0.0167 -4.3178 -2.0380 0.30 0.07 -0.01 -0.973
C -1.7417 -3.5126 -0.3373 0.69 0.73 -0.20 -0.023
H 2.0315 2.2687 3.6134 0.03 -0.43 -0.44 0.092
C -0.7318 -1.5125 0.2009 -0.36 0.03 -0.24 0.006
C 0.6714 0.3710 1.1875 -2.03 0.52 -1.42 0.365
H -1.5224 0.2492 1.0701 0.73 -0.07 -0.11 0.996
C 1.9700 1.6156 2.7357 -0.14 -0.21 0.05 -0.807
C -3.8127 -4.4530 0.3529 0.88 -0.04 -0.44 -0.641
H -0.3791 -0.1196 -2.6360 0.23 -0.14 0.40 0.482
H 5.5356 2.6226 3.7908 -0.14 0.24 0.16 0.312
H -3.3985 -1.2795 1.6522 0.13 -0.50 0.23 0.381
C 5.5774 1.3655 1.6012 -0.68 0.14 -0.06 -1.017
H 5.5852 1.8568 0.6131 0.21 -0.24 0.16 0.355
C -0.6389 -0.0095 0.4508 0.68 -1.11 1.77 0.824
H -1.1593 2.4242 0.6658 0.05 -0.12 0.07 0.502
C -3.0974 1.6119 -1.9541 0.20 1.06 -0.94 -0.964
C -0.8176 2.3423 -0.3626 0.45 -0.41 0.47 -0.487
C 3.1462 1.2988 1.9804 0.41 -0.27 0.46 1.781
H 6.4501 1.6883 2.1749 -0.13 -0.22 -0.22 0.288
H -0.8944 4.0932 -1.6289 -0.03 -0.12 0.10 0.341
H -3.5597 1.1418 -2.8202 -0.20 0.06 0.03 0.359
N -0.5200 -3.4256 -1.0140 0.25 0.25 0.96 0.156
H 0.8794 -4.8904 -1.6736 -0.32 0.04 0.01 0.307
```
Positions in Å, forces in eV/Å.

Summary:
* SMILES: CN(C)c1ccc([C@H](c2cn(C)c3ccccc23)[N+]23CCN(CC2)CC3)cc1
* total energy: -1151.8590 hartree
* frontier orbital gap: 7.9 eV
* spin multiplicity: 1
* highest occupied orbital energy: -9.997 eV
* charge: +1

---

Record 2
DFT (the ωB97M-V functional and the def2-TZVPD basis) results for a molecular structure, C24H31O7Tc at a distorted geometry.

```
63
Properties=species:S:1:pos:R:3:forces:R:3:mulliken_charge:R:1
C -3.8040 -0.3345 -3.3443 0.12 -0.06 0.02 0.975
H -0.5251 2.4997 0.9725 0.02 0.15 0.31 0.458
H -4.8700 2.7873 -2.5820 0.12 -0.37 0.04 0.449
C -0.0745 -1.3447 1.0596 -0.83 -0.89 1.37 -0.060
H -0.5139 0.6510 2.0150 0.05 -0.48 -0.78 0.572
C -7.8432 2.1539 -2.4535 -0.10 0.33 -2.39 -0.306
O -8.0523 3.0629 -1.4943 -0.04 -0.16 0.04 -0.254
O -7.5645 -0.6625 -0.4078 -0.11 0.30 -0.40 -0.625
H -3.1421 -2.1067 -2.2953 -0.07 0.38 -0.14 0.423
Tc -0.7879 0.3371 -0.8271 2.06 1.26 -0.56 -0.235
H -6.4590 -0.7533 -3.2874 0.26 0.24 0.18 0.301
C -10.0950 -0.4550 -0.8584 -0.02 -0.11 0.19 -0.756
H -11.0734 -0.2733 -1.3079 0.18 -0.05 0.09 0.241
H -1.1334 3.1271 -1.5402 0.12 -0.56 0.13 0.927
O 0.9904 -1.4279 -1.6845 0.55 -0.95 -0.43 -0.423
H -10.0850 -0.1370 0.1980 -0.03 -0.18 -0.42 0.314
C -5.7080 1.4890 -1.1737 -0.69 -0.73 0.34 -1.758
H -2.9337 0.4528 0.9110 0.35 -0.37 -0.22 0.642
H -0.8155 -3.3471 0.4466 0.20 -0.14 -0.52 0.457
H -9.1955 4.6294 -0.9528 0.01 -0.05 -0.19 0.257
C -2.8217 -0.3342 -4.4372 0.07 -0.32 -0.52 -1.724
O -8.3877 2.2444 -3.5501 0.83 -0.03 1.49 -0.667
H -4.6130 -1.3493 -1.6313 0.03 -0.03 -0.18 0.048
C -9.0597 4.0135 -1.8443 -0.18 0.21 0.10 -0.786
C -2.1139 -0.2508 0.7184 -0.29 -1.79 1.32 -0.671
H -5.4596 0.6596 -0.5122 0.19 -0.07 0.05 0.295
H -4.6389 1.3212 -4.2767 -0.09 -0.20 0.22 0.540
C -0.9907 -2.2927 0.5481 -0.92 1.07 0.27 -1.213
O -1.0306 -1.5207 -2.5688 1.32 -0.77 0.12 -0.121
C -3.1712 1.8887 -1.7415 1.59 -1.46 0.01 -1.491
H 0.9637 -1.5295 1.3369 -0.35 0.06 -0.19 0.347
H -2.7043 2.5845 -2.4588 -0.14 0.06 0.42 0.385
C -0.0490 2.0717 0.1142 0.26 0.59 -1.12 -0.687
H -5.9940 2.3460 -0.5480 0.16 -0.25 -0.20 0.605
C -0.3995 2.3831 -1.2449 1.43 0.25 0.13 -0.308
H -6.8290 0.7292 -4.1524 0.13 -0.22 0.10 0.364
C -7.8797 0.1282 -1.2645 0.65 -0.63 0.55 -0.432
H -3.1461 -2.0891 -0.0541 0.21 0.03 -0.19 0.681
C -4.6258 1.7797 -2.1781 0.19 0.16 -0.76 0.486
C -4.0421 -1.5396 -2.5498 -0.22 -0.63 0.05 -1.678
H -3.3933 -0.6571 -5.3146 0.14 0.02 -0.68 0.420
C 0.5002 1.6864 -2.1274 1.25 0.48 0.55 -1.111
C -6.9034 1.0025 -2.0523 -0.87 0.99 0.85 3.431
H 0.5092 -2.6811 -3.2045 0.16 -0.25 -0.29 0.341
C -6.2909 0.3315 -3.2851 -0.31 -0.08 -0.47 -1.814
C -0.7806 -0.1199 1.2725 -0.53 -0.87 1.20 -1.014
H 2.3981 0.5747 -1.6624 -0.22 -0.46 -0.01 0.379
H 1.7018 0.8744 0.9017 -0.03 -0.19 0.18 0.540
H -3.1032 2.2422 -0.7119 -0.10 0.58 0.01 0.336
C -2.2322 -1.6293 0.2929 0.68 -0.23 1.35 0.067
C 1.5016 1.0485 -1.3074 -1.06 1.42 0.64 0.206
O -2.3234 0.6752 -1.7756 -4.71 2.26 -1.53 0.443
H -9.9893 3.4900 -2.1009 0.22 0.18 0.04 0.311
C -4.7916 0.7449 -3.3457 -0.50 1.08 -0.23 0.279
H -9.8178 -1.5203 -0.9139 -0.17 0.45 0.02 0.288
H -8.7396 4.6201 -2.7013 -0.11 -0.17 0.25 0.294
H -4.6483 -2.1798 -3.2036 -0.34 -0.59 0.20 0.428
H 0.4754 1.7267 -3.2023 0.11 -0.03 -0.10 0.431
C 1.1280 1.2197 0.0650 0.89 1.04 -1.67 -0.817
H -1.9983 -1.0334 -4.2873 -0.23 0.18 0.10 0.186
H -2.4059 0.6565 -4.6555 -0.08 -0.02 0.09 0.402
O -9.1684 0.3406 -1.6114 0.02 -0.45 0.28 -0.263
C 0.1816 -1.9018 -2.5082 -1.26 1.05 0.94 -0.333
```
Positions in Å, forces in eV/Å.

Summary:
* total energy: -1540.4489 hartree
* frontier orbital gap (alpha / beta): 4.6 / 5.2 eV
* spin multiplicity: 4
* highest occupied orbital energy (alpha / beta): -2.211 / -2.788 eV
* charge: -1

---

Record 3
DFT (the ωB97M-V functional and the def2-TZVPD basis) results for a gas-phase ion, C24H31OSi (charge +1) at a distorted geometry.

```
57
Properties=species:S:1:pos:R:3:forces:R:3:mulliken_charge:R:1
H -1.8464 1.2091 3.8659 -0.41 -0.03 -0.09 0.463
C 0.9891 3.0688 -0.4490 0.27 -0.31 -0.44 -0.104
H -3.8071 9.3490 2.8257 0.07 -0.32 -0.11 0.375
H 2.2499 2.0611 3.0106 0.15 -0.15 -0.03 0.307
C -4.3759 7.2528 2.9444 0.22 0.60 -0.01 -0.579
H 2.4516 2.0730 -3.3822 -0.23 -0.01 0.22 0.407
C -3.5620 8.3255 2.5393 0.11 -0.78 -0.12 -0.419
C -2.8960 5.6493 1.8356 -0.23 1.49 0.02 0.262
C -2.0931 6.7412 1.3970 -0.61 -0.44 0.46 -0.394
C -4.0512 5.9527 2.5856 0.36 -0.41 -0.21 -0.372
O 0.7629 -0.2451 1.8301 -2.62 0.15 -0.19 -0.316
C -1.2123 2.2431 0.7125 -0.43 1.02 -2.16 0.490
C 0.6227 1.2577 -2.5425 -0.17 -0.03 0.29 -0.765
H 3.7828 1.2540 3.4244 -0.16 0.09 -0.17 0.412
C -1.3456 -1.2941 1.7560 0.00 -0.64 -0.53 -0.931
C -2.6334 4.2446 1.5279 0.48 -1.10 -0.62 -0.249
H -0.6220 4.3543 0.8852 -0.37 0.02 0.42 -0.098
H -3.9333 0.1007 3.5087 -0.01 -0.02 -0.25 0.421
H 0.4454 0.5437 -3.3559 0.11 0.39 0.33 0.394
C -3.2019 0.0321 2.6943 -0.34 0.35 0.16 -0.723
H 1.1094 3.8235 0.3226 0.22 -0.18 -0.09 0.408
H -1.2287 6.5416 0.7631 -0.17 0.16 0.18 0.375
H 0.6432 -1.4463 4.8640 0.08 0.09 0.01 0.340
H -4.6898 5.1157 2.8841 0.12 0.35 0.01 0.294
C 1.2804 -0.5618 4.7554 -0.37 0.05 -0.19 -0.985
C -1.4764 3.7082 1.0958 0.04 0.13 0.08 -0.737
H -5.2592 7.4453 3.5562 0.24 -0.08 -0.24 0.359
H -3.1783 -2.1100 2.5577 0.39 0.17 0.09 0.350
H -1.7894 8.8820 1.4345 -0.23 -0.32 0.04 0.357
C 1.9056 3.0241 -1.5207 -0.43 -0.04 0.56 -0.846
C 2.8962 1.2046 2.7770 0.12 -0.13 0.16 -0.971
H 3.2191 1.2919 1.7307 -0.06 -0.01 0.23 0.306
C 2.9920 -1.9059 2.5729 -0.15 0.09 -0.09 -1.026
C 1.7379 2.1053 -2.5587 -0.33 -0.04 0.23 -0.493
C -2.4276 8.0549 1.7569 -0.04 -0.25 0.08 -0.593
H -2.0881 -1.4747 3.8004 0.00 0.13 -0.27 0.334
H 0.7006 0.3222 5.0426 0.05 -0.09 0.00 0.334
H -2.1225 1.9377 0.1500 0.35 -0.28 0.61 0.438
H -2.8715 2.1631 2.8117 0.41 -0.26 -0.06 0.225
H -3.4975 3.5634 1.6296 0.35 0.51 0.01 0.672
Si 2.0028 -0.4042 3.0447 1.22 0.24 0.14 0.213
H 2.3965 -2.8247 2.6495 0.15 0.16 -0.01 0.334
C -2.2765 1.2431 2.8511 -0.02 -0.01 0.62 -0.910
H 2.1021 -0.6603 5.4794 -0.11 0.02 -0.25 0.432
H -0.7007 -2.1754 1.9113 -0.05 0.49 -0.33 0.332
C -0.5231 -0.0571 1.7661 2.37 -0.26 0.56 0.253
C -2.4777 -1.2924 2.7877 -0.32 0.09 0.15 -0.610
H -3.7699 0.0544 1.7541 0.13 0.17 0.10 0.285
C -1.0153 1.3545 1.9378 -0.18 -0.73 1.13 1.375
H 3.8551 -1.9993 3.2485 -0.21 0.01 -0.17 0.350
H -1.2035 0.7129 -1.4745 0.41 0.06 -0.19 0.339
H 2.7385 3.7300 -1.5197 -0.23 -0.26 -0.09 0.398
H -0.2540 1.8059 2.6056 0.00 -0.01 -0.73 -0.011
C -0.0995 2.1900 -0.4034 -0.39 0.27 0.53 -0.046
H -1.8247 -1.3913 0.7600 0.28 0.17 0.23 0.337
H 3.3670 -1.8177 1.5454 -0.04 -0.05 0.21 0.326
C -0.2914 1.3221 -1.4761 0.20 -0.24 -0.22 -0.118
```
Positions in Å, forces in eV/Å.

Summary:
* total energy: -1297.6448 hartree
* frontier orbital gap: 6.2 eV
* spin multiplicity: 1
* highest occupied orbital energy: -10.804 eV
* charge: +1

---

Record 4
DFT (the ωB97M-V functional and the def2-TZVPD basis) results for a molecular structure, C24H32Br2N4OPPd.

```
65
Properties=species:S:1:pos:R:3:forces:R:3:mulliken_charge:R:1
C -3.5740 0.5886 -0.2728 0.02 0.02 0.03 -1.199
C -2.0519 -1.8277 -5.1576 0.04 0.02 0.05 -0.138
C 2.0652 1.8250 1.9500 -0.03 0.00 -0.02 -0.638
H -1.0510 4.3078 0.7876 0.00 -0.02 0.00 0.409
C 2.8226 -1.7119 4.6268 -0.01 0.00 -0.03 -0.683
H -2.2773 -2.1423 0.6996 0.01 0.00 -0.01 0.370
H -3.8913 1.6229 -0.4399 -0.01 0.00 -0.01 0.417
C 1.5028 -1.3032 4.7675 0.04 0.00 0.00 -0.824
C -0.2594 2.7422 2.0569 0.01 0.00 -0.07 -0.861
H 4.3128 -2.4711 3.2816 0.02 0.00 0.00 0.460
N 2.1567 1.2213 -0.4771 0.25 -0.13 0.06 0.097
C 0.6533 -1.3042 3.6698 0.02 -0.02 -0.04 -0.558
H 0.3813 0.8491 2.5671 0.01 0.09 0.01 0.148
C -3.1888 -0.0286 -1.5698 0.03 0.04 0.07 0.557
H 0.9994 4.3384 -1.2754 0.02 -0.03 -0.02 0.546
H 2.5749 0.5270 -1.0894 0.00 0.02 0.05 0.287
H -4.6177 -1.2630 -4.3923 -0.01 0.00 0.01 0.441
H -0.3825 -1.0200 3.8148 -0.05 -0.01 -0.02 0.446
Br -3.1941 -2.3876 -6.4909 0.01 0.03 0.05 0.028
H -2.7433 0.5799 0.4333 -0.02 -0.01 -0.05 -0.107
C 1.1211 -1.7132 2.4176 0.07 0.08 -0.03 0.998
H 3.0450 0.1348 1.0453 0.00 0.00 0.01 0.243
C -2.4893 -1.2063 -3.9594 -0.20 -0.08 -0.18 1.101
C 2.1315 2.5091 -1.2048 -0.13 0.06 0.02 -0.713
Br 2.0412 -1.9848 -4.7663 -0.14 0.04 0.06 0.176
C -4.2015 -0.3950 -2.4925 -0.02 -0.07 -0.15 -1.050
C 3.2928 -2.1276 3.3867 -0.01 0.03 0.08 -0.591
H -2.0224 -1.1995 2.1703 0.03 -0.01 0.01 0.378
H 0.3396 3.5422 2.4916 -0.01 0.00 -0.02 0.418
C 2.8691 1.1857 0.8220 -0.05 0.00 -0.07 -0.749
N 0.5993 1.5447 1.8606 -0.01 0.12 0.05 -0.015
C -0.9438 3.2198 0.7575 0.04 0.01 0.00 -0.365
P 0.0579 -1.6232 0.9602 -0.02 -0.06 -0.16 1.634
H -1.0316 2.5118 2.7901 -0.01 0.00 -0.01 0.433
H 3.1245 2.9664 -1.2069 -0.03 0.05 0.02 0.396
H 0.4941 -3.9717 0.5374 -0.01 0.01 0.01 0.474
H 1.4629 -2.9288 -0.5257 -0.01 0.00 -0.01 0.372
H -0.2594 -3.1692 -0.8529 -0.01 0.02 0.00 0.406
C 2.4514 -2.1197 2.2856 -0.07 -0.06 -0.02 -0.986
H -5.2356 -0.2107 -2.2346 -0.03 -0.02 -0.03 0.568
C -0.0943 -0.9820 -3.1782 0.31 0.08 0.19 0.276
H 2.8350 -2.4659 1.3323 -0.02 0.02 0.00 0.362
C 0.4858 -3.0616 -0.0634 0.03 -0.01 0.02 -1.464
H 1.8736 2.2770 -2.2402 0.00 0.01 0.02 0.373
H -1.9469 2.8015 0.6877 0.00 -0.01 0.01 0.079
C -3.8616 -0.9737 -3.6750 -0.07 0.05 0.08 -0.883
H 1.1266 -1.0028 5.7358 0.00 0.00 0.02 0.471
H 2.2082 2.9031 1.9602 0.00 -0.01 -0.01 0.393
C -0.6830 -2.0437 -5.3648 0.08 -0.05 -0.07 -0.279
Pd 0.1307 0.5667 -0.1285 -0.16 -0.21 0.22 0.401
H 2.4455 1.4587 2.9052 0.02 -0.03 -0.03 0.540
C 0.2989 -1.6427 -4.3992 -0.03 -0.04 -0.09 -0.185
H -4.4314 0.0735 0.1621 0.00 -0.01 0.01 0.537
H -1.6161 -2.9248 2.1474 0.02 0.00 0.00 0.474
C -1.5478 -0.7908 -2.9832 0.13 0.10 0.16 0.032
H -0.7929 2.9895 -1.2636 0.00 -0.01 0.03 0.260
H 3.8424 1.6766 0.7373 0.00 0.01 0.04 0.403
H -0.3448 -2.5258 -6.2748 -0.04 -0.01 -0.02 0.492
H 3.4798 -1.7223 5.4853 0.00 -0.01 0.01 0.454
C -1.6188 -2.0063 1.5588 -0.01 -0.01 -0.01 -1.471
N -0.2133 2.7878 -0.4554 0.04 0.01 -0.05 -0.096
H 1.4119 3.8490 0.3409 0.03 -0.02 0.00 0.247
N -1.8955 -0.2108 -1.8308 -0.04 -0.08 -0.04 0.400
O 0.7271 -0.6037 -2.3407 -0.12 0.07 -0.09 -0.309
C 1.0959 3.4662 -0.6264 0.06 0.00 -0.04 -0.837
```
Positions in Å, forces in eV/Å.

Summary:
* total energy: -6844.2510 hartree
* frontier orbital gap (alpha / beta): 6.6 / 3.3 eV
* spin multiplicity: 5
* highest occupied orbital energy (alpha / beta): -15.869 / -16.565 eV
* charge: +3